Entry 1:
DFT (wB97M-V/def2-TZVPD) results for the molecule C18H18N2OS in a non-equilibrium geometry.

CARTESIAN COORDINATES (ANGSTROEM)
C (3.8557, -1.4678, 1.5410)
C (2.4665, -0.7984, 1.2983)
C (1.2743, -1.4773, 2.0267)
O (1.3008, -1.1603, 3.4334)
C (-0.0682, -1.1462, 1.4073)
C (-0.9609, -0.2798, 2.0152)
C (-2.1488, 0.0928, 1.3908)
C (-2.4175, -0.3884, 0.1225)
S (-3.9131, 0.1519, -0.6211)
C (-3.2849, 0.3228, -2.2646)
C (-3.9299, -0.2866, -3.3052)
C (-3.5224, -0.0327, -4.6265)
C (-2.4294, 0.8180, -4.8817)
C (-1.7639, 1.4187, -3.8154)
C (-2.1932, 1.1871, -2.5150)
C (-1.5751, -1.2963, -0.5061)
C (-0.4076, -1.6623, 0.1377)
N (2.5187, 0.6337, 1.6036)
C (3.1882, 1.2511, 2.6788)
C (2.9655, 2.5963, 2.4949)
N (2.1814, 2.7827, 1.4012)
C (1.8603, 1.6085, 0.8887)
H (4.6201, -0.9877, 0.9510)
H (4.1474, -1.2507, 2.5845)
H (3.8516, -2.5425, 1.3666)
H (2.2896, -0.9253, 0.2267)
H (1.4237, -2.5594, 1.9129)
H (1.1944, -0.2121, 3.5451)
H (-0.7722, 0.0784, 3.0380)
H (-2.8615, 0.7413, 1.8507)
H (-4.7513, -0.9465, -3.1041)
H (-4.0410, -0.4834, -5.4550)
H (-2.2306, 0.9689, -5.9451)
H (-0.9727, 2.1309, -3.9870)
H (-1.7045, 1.7220, -1.7099)
H (-1.8521, -1.7500, -1.4418)
H (0.2624, -2.4112, -0.3180)
H (3.7677, 0.7914, 3.4524)
H (3.4237, 3.3412, 3.1163)
H (1.2086, 1.4269, 0.0120)

HOMO level, eV: -8.206
Charge: 0
SMILES: C[C@@H]([C@@H](O)c1ccc(Sc2ccccc2)cc1)n1ccnc1
LUMO, eV: 0.6770
F_max, hartree/bohr: 0.0352
Energy relative to the best compared isomer or geometry (same formula, charge and spin), kJ/mol: 180.02
Gap between HOMO and LUMO, eV: 8.88

Entry 2:
DFT (wB97M-V/def2-TZVPD) results for the molecule C18H18N3O3PS in a non-equilibrium geometry.

CARTESIAN COORDINATES (ANGSTROEM)
N (-3.3619, -4.3641, -1.1318)
C (-2.1098, -3.7278, -1.0317)
C (-1.5122, -3.1346, -2.1327)
C (-0.2601, -2.4838, -2.0245)
C (0.3794, -2.4602, -0.7792)
O (1.5778, -1.7747, -0.6695)
P (1.5053, -0.4185, 0.3319)
S (3.3350, 0.3653, 0.5310)
O (0.9735, -0.8579, 1.7802)
C (0.6917, 0.0817, 2.7551)
C (0.2115, -0.4217, 3.9577)
C (-0.2392, 0.4486, 4.9656)
C (-0.1541, 1.8192, 4.7752)
N (-0.5614, 2.6866, 5.7721)
C (0.3655, 2.3026, 3.5903)
C (0.7954, 1.4683, 2.5769)
O (0.4818, 0.6758, -0.3353)
C (0.7358, 1.3075, -1.5540)
C (-0.2519, 2.2098, -1.9280)
C (-0.2362, 2.8685, -3.1771)
C (0.8632, 2.6103, -4.0156)
N (0.8732, 3.0640, -5.3240)
C (1.8677, 1.7329, -3.6512)
C (1.8006, 1.0618, -2.4308)
C (-0.2092, -3.1204, 0.3117)
C (-1.4777, -3.7407, 0.1986)
H (-3.8948, -4.2484, -1.9995)
H (-3.8201, -4.6934, -0.2794)
H (-2.0093, -3.1790, -3.1197)
H (0.1479, -1.9688, -2.8912)
H (0.1481, -1.4949, 4.0802)
H (-0.5797, 0.0112, 5.8958)
H (-0.1250, 3.5963, 5.7013)
H (-0.6250, 2.2708, 6.6956)
H (0.3899, 3.3755, 3.4308)
H (1.2421, 1.9054, 1.6905)
H (-1.0720, 2.3912, -1.2381)
H (-1.0308, 3.4968, -3.4526)
H (-0.0540, 3.2933, -5.7104)
H (1.5281, 2.5413, -5.8976)
H (2.6710, 1.5235, -4.3328)
H (2.6055, 0.3589, -2.2367)
H (0.3623, -3.1988, 1.2326)
H (-1.9681, -4.1794, 1.0705)

HOMO level, eV: -7.811
Charge: 0
SMILES: Nc1ccc(OP(=S)(Oc2ccc(N)cc2)Oc2ccc(N)cc2)cc1
LUMO, eV: 0.8097
F_max, hartree/bohr: 0.0794
Energy relative to the best compared isomer or geometry (same formula, charge and spin), kJ/mol: 0.00
Gap between HOMO and LUMO, eV: 8.62

Entry 3:
DFT (wB97M-V/def2-TZVPD) results for a structure of composition C18H18N4O3S in a non-equilibrium geometry.

CARTESIAN COORDINATES (ANGSTROEM)
C (2.9838, -2.6089, -0.6819)
C (2.1072, -1.2884, -0.8936)
H (1.7761, -1.1235, -2.0001)
H (2.7843, -0.3744, -0.5516)
O (0.8417, -1.1132, 0.1099)
C (1.1914, -0.8106, 1.3800)
O (2.2881, -0.5047, 1.9388)
C (-0.1816, -0.7944, 1.9798)
C (-0.5895, 0.4807, 2.6986)
O (-1.7514, 0.7865, 2.6172)
C (0.6050, 0.9998, 3.5268)
H (0.0982, 1.1409, 4.6183)
H (1.2006, 0.4404, 3.7440)
S (0.9137, 2.6600, 3.2063)
C (1.0539, 2.7574, 1.5426)
N (0.5133, 1.7683, 0.9166)
N (0.5749, 1.7710, -0.3639)
C (0.1328, 1.1066, -1.4337)
N (0.7145, 1.4551, -2.7819)
N (1.8237, 2.2476, -2.3687)
C (1.6550, 2.6989, -1.0809)
C (2.6310, 3.4453, -0.2659)
C (2.2135, 3.5164, 0.9583)
H (2.7836, 4.1001, 1.7543)
H (3.1562, 4.3127, -0.9334)
C (-1.1009, 0.2530, -1.5204)
C (-2.1332, 0.3889, -0.3171)
C (-3.0672, -0.3850, -0.6014)
C (-3.1974, -1.4470, -1.3157)
C (-2.3323, -1.5931, -2.3882)
C (-1.1994, -0.6268, -2.5514)
H (-0.5545, -0.6432, -3.2183)
H (-2.4363, -2.2883, -3.2290)
C (-4.5545, -2.2862, -1.2936)
H (-4.2130, -3.3168, -1.5572)
H (-5.0863, -1.9958, -2.3420)
H (-5.0892, -2.1467, -0.4963)
H (-3.6973, -0.5128, 0.3829)
H (-1.8741, 1.1863, 0.2764)
H (-0.7185, -1.2217, 1.2968)
H (-0.0091, -1.8519, 2.8450)
H (4.0666, -2.6209, -1.2898)
H (2.3681, -3.3259, -0.8060)
H (3.3087, -2.6352, 0.4893)

HOMO level, eV: -8.177
Charge: 0
LUMO, eV: -0.7333
F_max, hartree/bohr: 0.3821
Energy relative to the best compared isomer or geometry (same formula, charge and spin), kJ/mol: 1596.39
Gap between HOMO and LUMO, eV: 7.44

Entry 4:
DFT (wB97M-V/def2-TZVPD) results for a structure of composition C18H18N6O3S in a non-equilibrium geometry.

CARTESIAN COORDINATES (ANGSTROEM)
C (4.9053, 6.7358, 1.9287)
H (4.0267, 7.2709, 1.9929)
O (4.5989, 5.4276, 1.1549)
C (3.7202, 4.6915, 1.5233)
C (3.1244, 4.8294, 2.5576)
C (2.0898, 4.0181, 3.0825)
C (1.7577, 3.0467, 2.2832)
C (2.6341, 2.6305, 1.1027)
C (3.5848, 3.6043, 0.7536)
H (3.9898, 3.5269, -0.2363)
N (2.3411, 1.5847, 0.4504)
C (1.9480, 0.3382, 0.5337)
N (1.8719, -0.2547, -0.9161)
N (2.2811, 0.5634, -1.5064)
N (2.7088, 1.6335, -1.1138)
S (1.2390, -0.1631, 1.9920)
C (1.0580, -1.9780, 1.3592)
H (1.9131, -2.2012, 0.8111)
H (1.2133, -2.7550, 2.4779)
C (-0.2987, -2.3231, 0.9815)
O (-1.0005, -2.9508, 1.5319)
N (-0.3527, -1.9027, -0.2316)
C (-1.4493, -2.1748, -1.1510)
C (-2.6809, -2.6558, -0.7778)
C (-3.4710, -3.1032, -1.7457)
C (-3.5673, -2.4331, -3.1031)
C (-2.3461, -1.6699, -3.6214)
C (-1.2771, -1.7579, -2.4395)
H (-0.3859, -1.0220, -2.8161)
H (-2.3008, -1.3058, -4.4690)
H (-4.2967, -2.5314, -3.7179)
N (-4.7053, -3.5599, -1.4226)
C (-6.0192, -3.7753, -1.9968)
O (-6.1803, -3.3635, -3.2879)
C (-6.9805, -4.4196, -1.2120)
H (-6.6437, -5.5319, -0.6630)
H (-7.8002, -4.7618, -1.8017)
H (-7.4214, -3.7269, -0.1716)
H (-4.7612, -3.8389, -0.3579)
H (-2.6857, -3.1047, 0.2750)
H (0.3028, -1.4627, -0.8422)
H (0.9953, 2.3144, 2.7780)
H (1.5951, 4.1254, 4.0531)
H (3.2333, 5.7985, 3.3395)
H (5.8965, 7.2505, 1.4174)
H (5.2949, 6.3507, 2.7841)

HOMO level, eV: -7.943
Charge: 0
LUMO, eV: -0.3870
F_max, hartree/bohr: 0.3827
Energy relative to the best compared isomer or geometry (same formula, charge and spin), kJ/mol: 1699.50
Gap between HOMO and LUMO, eV: 7.56